Record 1
Entry from the Open Molecules 2025 dataset: a molecular structure, C15H27ClNO7Ti (the ωB97M-V functional and the def2-TZVPD basis).

Each line ends with the Löwdin spin population.
Element x y z (Å)
Ti  -18.23  18.58  -16.90  2.698
Cl  -17.06  20.67  -18.47  1.023
O  -17.37  17.74  -12.51  0.006
O  -15.31  15.59  -15.90  0.003
O  -17.49  18.74  -14.57  0.040
O  -19.34  22.15  -15.17  0.003
O  -20.03  20.30  -16.32  0.049
O  -16.27  17.23  -17.19  0.050
O  -21.29  21.33  -14.77  0.002
N  -19.40  16.31  -16.73  0.041
C  -19.26  13.96  -19.35  0.000
C  -17.47  18.76  -13.37  0.015
C  -14.31  17.78  -15.94  0.003
C  -15.74  14.05  -17.77  0.000
C  -21.26  22.60  -14.12  0.000
C  -17.14  16.40  -13.03  0.001
C  -20.21  21.18  -15.45  0.008
C  -15.45  16.84  -16.37  0.011
C  -20.80  14.24  -17.44  0.005
C  -16.01  14.46  -16.35  0.000
C  -19.85  23.07  -14.24  0.000
C  -20.04  15.44  -17.06  0.033
C  -17.71  20.11  -12.73  0.002
C  -19.94  13.26  -18.20  0.001
C  -17.12  15.35  -11.96  0.000
H  -18.34  14.47  -19.07  0.000
H  -18.20  20.07  -11.76  0.000
H  -18.02  15.36  -11.35  0.000
H  -17.70  16.02  -13.89  0.000
H  -16.00  14.76  -18.55  0.000
H  -17.06  14.32  -12.29  0.000
H  -16.28  13.13  -18.01  0.000
H  -20.66  12.52  -18.55  0.000
H  -21.17  13.74  -16.55  0.001
H  -15.79  13.56  -15.78  0.000
H  -19.88  24.09  -14.62  0.000
H  -21.67  14.58  -17.99  0.001
H  -16.71  20.54  -12.60  0.001
H  -18.98  13.27  -20.15  0.000
H  -19.88  14.72  -19.85  0.000
H  -14.45  18.78  -16.34  0.002
H  -17.08  14.58  -16.22  0.000
H  -14.66  13.90  -17.90  0.000
H  -21.61  22.56  -13.09  0.000
H  -19.24  12.69  -17.59  0.000
H  -18.33  20.69  -13.41  0.000
H  -13.36  17.36  -16.27  0.000
H  -21.91  23.33  -14.61  0.000
H  -16.16  16.31  -13.51  0.000
H  -14.32  17.76  -14.85  0.000
H  -16.30  15.51  -11.26  0.000
H  -19.36  22.99  -13.27  0.000

Values from the calculation:
- Expectation value of S²: 6.004
- HOMO (alpha / beta): -7.44 / -13.36 eV
- Lowest unoccupied orbital energy (alpha / beta): -0.065 / -0.252 Eh
- Gap between HOMO and LUMO (alpha / beta): 5.6802 / 6.4923 eV
- Total charge: +1
- Multiplicity: 5

=====

Record 2
Entry from the Open Molecules 2025 dataset: a molecular structure, C15H27FeNO3 (the ωB97M-V functional and the def2-TZVPD basis).

Each line ends with the Löwdin spin population.
Element x y z (Å)
Fe  0.54  0.72  -0.65  3.722
O  2.67  0.23  -0.45  0.038
O  0.94  0.78  1.52  0.045
O  0.81  2.82  -0.24  0.041
N  -1.67  -3.31  -0.08  0.001
C  -3.53  -1.01  -0.94  0.000
C  2.20  0.20  1.88  0.003
C  -2.14  -1.02  -0.97  0.022
C  3.25  0.49  0.84  0.002
C  1.14  3.83  -1.22  0.005
C  0.65  2.10  2.00  0.001
C  -2.15  1.32  -0.48  0.032
C  1.24  3.15  1.09  0.002
C  -1.19  -4.68  -0.43  0.000
C  3.63  0.41  -1.51  0.005
C  -1.47  -2.34  -1.23  0.008
C  -3.54  1.32  -0.43  0.000
C  -4.23  0.15  -0.66  0.014
C  -1.05  -2.81  1.18  0.001
C  -1.41  0.15  -0.74  0.039
H  0.88  4.14  1.38  0.000
H  2.33  3.16  1.12  0.000
H  -5.31  0.15  -0.65  0.001
H  0.03  -2.74  1.02  0.000
H  -1.89  -2.83  -2.11  0.000
H  2.02  -0.87  1.95  0.000
H  0.49  4.69  -1.09  0.001
H  0.99  2.24  3.02  0.000
H  -0.39  -2.22  -1.37  0.006
H  -4.09  -1.92  -1.17  0.000
H  -1.45  -1.83  1.42  0.000
H  3.93  1.46  -1.58  0.000
H  0.96  3.40  -2.21  0.001
H  -1.64  2.26  -0.32  0.005
H  2.18  4.12  -1.13  0.000
H  -1.36  -5.34  0.41  0.000
H  -0.12  -4.63  -0.65  0.000
H  -2.68  -3.36  0.07  0.000
H  -1.73  -5.04  -1.30  0.000
H  -4.07  2.24  -0.21  0.000
H  4.51  -0.21  -1.32  0.001
H  -0.44  2.17  1.98  0.000
H  3.60  1.52  0.88  0.000
H  -1.26  -3.52  1.98  0.000
H  2.54  0.56  2.86  0.001
H  4.10  -0.17  1.00  0.000
H  3.17  0.09  -2.44  0.001

Values from the calculation:
- Expectation value of S²: 6.011
- HOMO (alpha / beta): -14.91 / -15.01 eV
- Lowest unoccupied orbital energy (alpha / beta): -0.194 / -0.237 Eh
- Gap between HOMO and LUMO (alpha / beta): 9.6215 / 8.5760 eV
- Total charge: +2
- Multiplicity: 5

=====

| no. | total energy (Ha) |
| --- | --- |
| 1 | -2478.5273 |
| 2 | -2131.3341 |